Record 1
{
  "formula": "C2HNO3S",
  "method": "ωB97M-V/def2-TZVPD",
  "homo_ev": -9.403,
  "orbital_gap_ev": 9.72,
  "energy_ha": -755.4882,
  "multiplicity": 1,
  "relative_energy_kcal_mol": 0.00,
  "max_force_ev_per_a": 2.70,
  "charge": 0,
  "lumo_energy_ev": 0.31,
  "smiles": "O=C=NS.O=C=O",
  "species": ["C", "C", "N", "O", "O", "O", "S", "H"],
  "coordinates": [[0.907808, -1.228826, 0.699290], [0.172657, 1.943507, -0.118460], [-0.025797, -0.844600, 0.069460], [1.749817, -1.450348, 1.455726], [1.276095, 1.920498, 0.238507], [-0.878498, 2.160408, -0.492025], [-1.005726, -1.541905, -1.065879], [-2.196357, -0.958734, -0.786622]],
  "forces_ev_per_a": [[0.16, 0.01, 1.14], [2.46, 0.90, 0.61], [-1.06, 0.91, -0.58], [1.09, -0.40, 0.27], [0.14, -0.63, 0.17], [-2.57, -0.22, -0.78], [-0.75, -0.72, -1.13], [0.54, 0.14, 0.29]]
}



Record 2
{
  "formula": "C6H9FN2",
  "method": "ωB97M-V/def2-TZVPD",
  "homo_ev": -8.625,
  "orbital_gap_ev": 9.47,
  "energy_ha": -443.2393,
  "multiplicity": 1,
  "relative_energy_kcal_mol": 82.59,
  "max_force_ev_per_a": 4.99,
  "charge": 0,
  "lumo_energy_ev": 0.84,
  "species": ["C", "C", "C", "C", "C", "C", "N", "N", "F", "H", "H", "H", "H", "H", "H", "H", "H", "H"],
  "coordinates": [[1.236134, 1.236863, 0.180727], [2.763701, 0.920421, 0.023138], [0.522525, 0.102615, 0.146936], [-1.781047, 0.092693, 1.142711], [-1.531477, -0.333549, -1.311089], [-0.852134, -0.435500, 0.116011], [3.089771, -0.294323, 0.069438], [2.179400, -1.151244, -0.166684], [-0.749540, -1.763962, 0.510232], [1.009045, 2.217509, -0.011915], [3.515507, 1.663472, -0.281307], [-1.513674, -0.166256, 2.258740], [-2.721691, -0.463511, 0.921585], [-2.077344, 1.217759, 0.995554], [-1.686686, -1.280910, -1.784720], [-0.990102, 0.259244, -2.077292], [-2.514805, 0.076456, -1.298857], [2.102416, -1.897774, 0.566792]],
  "forces_ev_per_a": [[1.88, -4.47, -1.22], [-1.23, 2.09, -0.04], [3.41, 0.21, -0.07], [-2.16, 1.81, 2.03], [1.18, 0.33, -0.35], [0.13, 0.16, -1.32], [1.50, 0.11, -0.58], [-4.59, -0.37, 1.81], [0.14, -1.16, -0.50], [-1.00, 2.23, 0.16], [-0.44, -0.14, 0.81], [-0.14, 0.77, -2.34], [0.45, 0.40, 0.43], [0.89, -2.00, 0.43], [0.31, -0.97, 0.12], [0.13, -0.22, 0.83], [-0.77, 0.57, 0.60], [0.31, 0.66, -0.81]]
}



Record 3
{
  "formula": "C5H6O2",
  "method": "ωB97M-V/def2-TZVPD",
  "homo_ev": -8.469,
  "orbital_gap_ev": 8.78,
  "energy_ha": -344.3409,
  "multiplicity": 1,
  "relative_energy_kcal_mol": 163.77,
  "max_force_ev_per_a": 0.59,
  "charge": 0,
  "lumo_energy_ev": 0.31,
  "species": ["O", "C", "C", "C", "C", "C", "O", "H", "H", "H", "H", "H", "H"],
  "coordinates": [[1.624210, 1.100362, -1.027315], [1.673305, -0.073687, -0.228520], [0.488053, -0.529502, 0.564813], [-0.551501, 0.360541, 0.944781], [-1.796574, -0.533056, 1.053505], [-1.011478, -0.431974, -0.202759], [-1.015282, 1.232614, 0.003222], [1.268655, 1.816845, -0.487489], [2.493866, -0.018225, 0.507346], [1.952786, -0.874404, -0.921252], [-2.751650, -0.018425, 1.085220], [-1.684098, -1.452912, 1.617800], [-0.907741, -0.669343, -1.251193]],
  "forces_ev_per_a": [[-0.06, 0.23, 0.12], [0.11, -0.38, 0.09], [0.23, 0.26, -0.03], [0.14, 0.04, 0.21], [-0.17, -0.10, 0.08], [-0.35, -0.25, -0.40], [0.09, 0.05, 0.08], [-0.05, -0.08, -0.19], [-0.13, 0.02, -0.09], [-0.03, 0.07, 0.13], [0.17, -0.04, -0.02], [0.00, 0.13, -0.12], [0.05, 0.06, 0.14]]
}



Record 4
{
  "formula": "C5H12N2O",
  "method": "ωB97M-V/def2-TZVPD",
  "homo_ev": -9.017,
  "orbital_gap_ev": 9.90,
  "energy_ha": -382.4330,
  "multiplicity": 1,
  "relative_energy_kcal_mol": 43.65,
  "max_force_ev_per_a": 2.61,
  "charge": 0,
  "lumo_energy_ev": 0.89,
  "smiles": "C[C@@H](CN)N(C)C=O",
  "species": ["C", "N", "C", "C", "C", "C", "N", "O", "H", "H", "H", "H", "H", "H", "H", "H", "H", "H", "H", "H"],
  "coordinates": [[-0.533728, -1.779546, 0.905563], [0.367899, -1.064300, 0.115847], [1.728732, -1.612665, -0.023189], [-0.103374, 0.441815, -1.691364], [0.213777, 0.362031, -0.145929], [-0.902225, 0.982853, 0.684899], [-0.942621, 2.462385, 0.643689], [-0.189362, -2.833111, 1.409994], [-1.527090, -1.331756, 0.877421], [2.064497, -1.553616, -1.048398], [2.329009, -1.036591, 0.697346], [1.726903, -2.644884, 0.307235], [-0.279541, -0.533064, -2.094027], [0.741281, 0.920617, -2.217453], [-1.009349, 1.022045, -1.801133], [1.152986, 0.875643, 0.110902], [-1.925033, 0.631774, 0.452116], [-0.738433, 0.813084, 1.775295], [-0.406022, 3.016174, 0.000092], [-1.768307, 2.861121, 1.041102]],
  "forces_ev_per_a": [[2.30, -0.07, -1.23], [-0.29, -0.78, 1.44], [-0.82, 0.59, 1.09], [0.93, 1.51, 0.98], [-0.93, -0.65, -1.47], [-0.42, 1.57, 1.45], [0.61, -0.74, -0.16], [-1.13, 0.23, 0.20], [-0.25, -0.20, 0.50], [0.23, 0.28, -0.19], [0.47, -0.23, -0.56], [-0.08, -0.05, -0.08], [0.03, -0.58, -0.13], [-0.56, -0.15, -0.05], [-0.13, 0.35, -0.38], [-0.22, -0.13, -0.10], [0.58, -0.29, -0.25], [0.01, -0.74, -0.71], [-0.26, -0.21, -0.14], [-0.05, 0.29, -0.23]]
}



Record 5
{
  "formula": "H16O8",
  "method": "ωB97M-V/def2-TZVPD",
  "homo_ev": -11.481,
  "orbital_gap_ev": 11.44,
  "energy_ha": -611.4729,
  "multiplicity": 1,
  "relative_energy_kcal_mol": 68.84,
  "max_force_ev_per_a": 0.30,
  "charge": 0,
  "lumo_energy_ev": -0.04,
  "smiles": "O.O.O.O.O.O.O.O",
  "species": ["O", "H", "H", "O", "H", "H", "O", "H", "H", "O", "H", "H", "O", "H", "H", "O", "H", "H", "O", "H", "H", "O", "H", "H"],
  "coordinates": [[-20.775080, 17.774760, -40.154500], [-20.171740, 17.083330, -40.426770], [-20.324560, 18.216720, -39.434810], [-10.305060, 26.605850, -41.630660], [-10.969490, 25.986310, -41.329130], [-9.527890, 26.068530, -41.784000], [-14.339830, 18.891010, -36.902490], [-13.429740, 19.160750, -36.779190], [-14.756220, 19.639560, -37.329710], [-23.526450, 23.658650, -41.656990], [-22.800420, 23.138600, -41.312510], [-24.304510, 23.292830, -41.236260], [-16.310300, 22.431510, -42.029020], [-15.483430, 22.117060, -41.663440], [-16.962400, 21.799790, -41.725820], [-18.470460, 26.608460, -44.209410], [-19.154190, 26.870100, -43.592730], [-18.065100, 25.840540, -43.806670], [-15.721290, 26.953600, -39.933090], [-15.671740, 26.203810, -40.526050], [-15.841690, 27.708050, -40.509750], [-11.992520, 22.122470, -39.920790], [-11.569900, 22.076240, -39.063180], [-11.336040, 21.785240, -40.530330]],
  "forces_ev_per_a": [[-0.19, 0.09, -0.10], [0.12, -0.21, -0.10], [0.07, 0.12, 0.21], [0.00, 0.21, -0.04], [-0.23, -0.13, 0.10], [0.22, -0.09, -0.06], [-0.10, -0.20, 0.05], [0.23, 0.02, 0.06], [-0.14, 0.18, -0.11], [0.02, 0.19, -0.14], [0.20, -0.12, 0.06], [-0.23, -0.07, 0.08], [-0.06, 0.22, -0.12], [0.28, -0.04, 0.09], [-0.20, -0.14, 0.04], [0.09, 0.13, -0.17], [-0.21, 0.09, 0.13], [0.13, -0.24, 0.06], [0.01, -0.01, 0.24], [0.01, -0.24, -0.14], [-0.02, 0.23, -0.13], [-0.25, 0.08, -0.06], [0.08, 0.03, 0.24], [0.15, -0.10, -0.20]]
}



Record 6
{
  "formula": "C37H40F4N3OPTa",
  "method": "ωB97M-V/def2-TZVPD",
  "homo_ev": -16.847,
  "orbital_gap_ev": 6.24,
  "energy_ha": -2470.1687,
  "multiplicity": 1,
  "max_force_ev_per_a": 1.59,
  "charge": 3,
  "lumo_energy_ev": -10.61,
  "species": ["Ta", "C", "C", "N", "C", "C", "C", "C", "N", "C", "C", "F", "C", "F", "C", "C", "F", "C", "F", "H", "H", "H", "H", "H", "H", "H", "H", "H", "H", "H", "H", "H", "H", "H", "O", "N", "C", "C", "C", "C", "C", "C", "C", "P", "C", "C", "C", "C", "C", "C", "C", "C", "C", "C", "C", "C", "H", "H", "H", "H", "H", "H", "H", "H", "H", "H", "H", "H", "H", "H", "H", "H", "C", "C", "C", "C", "C", "C", "H", "H", "H", "H", "H", "H", "H", "H", "H"],
  "coordinates": [[0.027882, 0.427745, 1.079956], [1.288757, 3.707366, -0.082740], [0.010075, 3.249293, -0.766889], [-1.012401, 2.579723, 0.103760], [-2.229980, 2.308171, -0.701064], [-3.325850, 1.580413, 0.053751], [-1.353933, 3.383229, 1.306696], [-1.407626, 2.467686, 2.481459], [-0.116412, 1.783759, 2.523370], [0.806782, 2.043741, 3.535672], [1.829037, 1.125200, 3.656950], [1.814801, 0.103228, 2.724134], [2.786582, 1.151073, 4.636193], [3.724651, 0.217253, 4.650619], [2.740623, 2.151602, 5.589178], [1.744850, 3.105358, 5.485757], [1.671108, 4.087414, 6.360246], [0.802312, 3.074841, 4.467160], [-0.087339, 4.065316, 4.392556], [1.993807, 3.999455, -0.862519], [1.761629, 2.927342, 0.509029], [1.140954, 4.588315, 0.540586], [0.245227, 2.543572, -1.562754], [-0.463562, 4.118988, -1.230495], [-1.932466, 1.731895, -1.564513], [-2.620199, 3.263673, -1.063446], [-2.975533, 0.629292, 0.478171], [-4.125797, 1.342025, -0.645388], [-3.766306, 2.185795, 0.846913], [-2.304352, 3.905845, 1.190051], [-0.586406, 4.130952, 1.479686], [-2.196935, 1.718723, 2.342813], [-1.650068, 2.998941, 3.396131], [3.469182, 2.193096, 6.388730], [-0.654330, -0.601326, 3.695931], [-1.039938, -1.209969, 2.501994], [-1.566999, -2.372238, 2.618280], [-2.081580, -3.201485, 1.555676], [-2.717793, -4.374202, 1.967326], [-3.245577, -5.262276, 1.046385], [-3.084279, -5.009413, -0.304856], [-2.424638, -3.856097, -0.725365], [-1.960505, -2.922726, 0.191104], [-1.160352, -1.465378, -0.562344], [0.232068, -2.296203, -1.381294], [0.221457, -2.627248, -2.732878], [1.225146, -3.444893, -3.243140], [2.214088, -3.944314, -2.407262], [2.228833, -3.605722, -1.057797], [1.246725, -2.776332, -0.548128], [-2.289971, -0.883645, -1.841521], [-3.649690, -1.187779, -1.841648], [-4.452703, -0.734482, -2.879296], [-3.905105, 0.015236, -3.912210], [-2.552524, 0.338578, -3.903324], [-1.747901, -0.093609, -2.861546], [-0.846554, -1.187994, 4.449014], [-1.661203, -2.782517, 3.623845], [-2.805866, -4.590319, 3.026724], [-3.761692, -6.151159, 1.382270], [-3.469128, -5.703885, -1.041129], [-2.272246, -3.695976, -1.785682], [-0.560842, -2.268296, -3.388159], [1.224842, -3.695372, -4.295965], [2.977044, -4.599925, -2.806866], [3.001732, -3.996847, -0.408150], [1.259174, -2.521427, 0.509964], [-4.084443, -1.788902, -1.052864], [-5.508352, -0.974034, -2.883397], [-4.533591, 0.354215, -4.726537], [-2.125462, 0.912095, -4.716199], [-0.690055, 0.153739, -2.850618], [4.260642, -0.834188, -2.075009], [3.797442, 0.602961, -1.748528], [3.365587, 1.325816, -3.043829], [4.932365, 1.382028, -1.047854], [2.661324, 0.528749, -0.859995], [1.668148, 0.480824, -0.126154], [5.129115, -0.770393, -2.730886], [3.475473, -1.394505, -2.584698], [4.547058, -1.371511, -1.170193], [4.215403, 1.337760, -3.725905], [3.070102, 2.356548, -2.842607], [2.539099, 0.804876, -3.530062], [5.777232, 1.446610, -1.733289], [5.258880, 0.871488, -0.141769], [4.621266, 2.394762, -0.789282]],
  "forces_ev_per_a": [[-0.04, 0.82, 0.19], [-0.10, 0.11, 0.03], [0.14, 0.13, -0.12], [0.60, -1.37, 0.50], [-0.32, 0.09, 0.09], [-0.03, 0.12, -0.02], [-0.08, 0.49, -0.22], [-0.43, -0.28, 0.34], [0.15, -0.63, -0.77], [0.14, -0.03, 0.05], [0.14, -0.23, 0.01], [-0.45, -0.05, -0.66], [0.19, -0.12, 0.12], [-0.05, 0.00, 0.04], [0.00, 0.04, 0.00], [0.12, -0.03, 0.10], [0.02, 0.00, -0.03], [-0.19, 0.30, -0.04], [-0.03, -0.02, -0.01], [-0.01, -0.02, 0.01], [0.03, 0.04, 0.04], [0.01, -0.01, -0.01], [-0.06, -0.02, -0.03], [-0.14, -0.04, 0.01], [0.10, 0.02, -0.12], [0.08, 0.04, 0.00], [-0.06, 0.01, 0.02], [0.01, -0.04, 0.01], [0.03, -0.07, 0.01], [0.02, 0.00, -0.23], [0.02, 0.05, -0.05], [0.02, -0.01, 0.06], [0.10, -0.11, 0.12], [0.01, 0.03, -0.03], [-0.05, -0.05, 0.50], [1.16, 1.08, -0.06], [-0.29, -0.13, -0.49], [0.05, 0.02, 0.16], [-0.03, -0.11, 0.20], [-0.02, -0.04, -0.03], [0.02, 0.03, -0.01], [-0.05, -0.04, 0.01], [-0.08, 0.18, -0.22], [0.13, 0.11, -0.33], [0.08, 0.08, 0.07], [0.07, 0.01, 0.01], [0.00, 0.04, 0.04], [-0.02, 0.02, -0.05], [0.02, -0.02, 0.07], [-0.06, -0.03, -0.08], [0.12, 0.09, -0.03], [0.02, -0.05, -0.05], [-0.04, 0.03, 0.02], [-0.03, 0.05, 0.01], [0.05, 0.00, -0.01], [-0.03, -0.22, -0.09], [0.00, -0.03, -0.04], [-0.08, 0.07, 0.03], [0.00, 0.01, -0.05], [0.02, 0.00, 0.00], [0.05, 0.00, 0.02], [-0.08, 0.01, 0.01], [0.01, -0.03, -0.01], [-0.02, -0.03, 0.02], [-0.01, 0.02, 0.01], [-0.02, 0.01, -0.02], [0.01, -0.08, 0.03], [-0.01, 0.03, -0.02], [0.03, -0.01, -0.01], [0.02, -0.04, 0.03], [-0.02, 0.02, 0.04], [0.00, -0.02, -0.07], [-0.11, -0.05, 0.04], [0.23, 0.00, -0.07], [-0.14, 0.01, 0.07], [-0.08, 0.01, 0.07], [-0.25, -0.02, 0.13], [-0.70, -0.18, 0.82], [-0.01, 0.02, 0.02], [0.04, 0.04, 0.00], [0.02, 0.02, -0.03], [-0.01, 0.01, 0.02], [0.03, -0.02, -0.02], [0.04, 0.00, -0.01], [-0.01, -0.01, 0.01], [0.01, 0.00, -0.03], [0.01, -0.01, -0.03]]
}